Entry 1:
{
  "formula": "C4H5N3O",
  "method": "ωB97M-V with the def2-TZVPD basis set",
  "orbital_gap_ev": 9.46,
  "e_lumo_ev": 0.1,
  "homo_energy_ev": -9.3229,
  "species": ["C", "C", "C", "N", "C", "O", "N", "N", "H", "H", "H", "H", "H"],
  "positions_angstrom": [[-0.36, 1.63, 1.45], [-0.08, 0.55, 0.46], [-0.74, -0.69, 0.48], [-0.47, -1.62, -0.41], [0.45, -1.29, -1.32], [0.77, -2.20, -2.22], [1.06, -0.12, -1.38], [0.79, 0.79, -0.50], [-0.34, 1.22, 2.48], [-1.36, 2.03, 1.26], [0.37, 2.44, 1.34], [-1.51, -0.92, 1.20], [1.41, -1.82, -2.84]],
  "nbo_charge": [-0.642, 0.100, 0.072, -0.426, 0.618, -0.636, -0.308, -0.169, 0.222, 0.226, 0.243, 0.199, 0.501]
}

---

Entry 2:
{
  "formula": "C12H38BClIO14P4",
  "method": "ωB97M-V with the def2-TZVPD basis set",
  "orbital_gap_ev": 3.00,
  "e_lumo_ev": -0.2,
  "homo_energy_ev": -3.1931,
  "total_charge": -1,
  "species": ["O", "B", "O", "P", "Cl", "C", "C", "C", "I", "H", "H", "H", "H", "H", "H", "H", "H", "H", "H", "H", "C", "O", "P", "O", "O", "C", "O", "C", "H", "H", "H", "H", "H", "H", "H", "H", "H", "C", "O", "P", "O", "O", "C", "O", "C", "H", "H", "H", "H", "H", "H", "H", "H", "H", "C", "O", "P", "O", "O", "C", "O", "C", "H", "H", "H", "H", "H", "H", "H", "H", "H"],
  "positions_angstrom": [[7.12, 2.33, 0.26], [6.74, 3.62, -0.02], [6.95, 4.07, -1.34], [5.94, 4.74, 1.37], [7.89, 4.54, 2.49], [4.29, 4.96, 0.44], [3.67, 3.72, -0.22], [3.53, 2.49, 0.71], [1.95, 1.22, -0.02], [7.72, 2.01, -0.43], [7.89, 4.28, -1.43], [5.45, 3.58, 2.14], [5.50, 5.65, 2.42], [6.50, 5.91, 0.67], [4.44, 5.69, -0.35], [3.56, 5.42, 1.10], [4.10, 3.46, -1.18], [2.65, 4.00, -0.47], [3.43, 2.74, 1.75], [4.45, 1.92, 0.62], [-0.58, -5.36, 1.47], [-1.26, -4.13, 1.16], [-1.62, -3.07, 2.43], [-2.85, -2.54, 1.75], [-0.30, -2.16, 2.18], [0.20, -1.94, 0.86], [-1.87, -2.22, 3.86], [-1.79, -2.95, 5.10], [-0.43, -5.91, 0.54], [0.39, -5.17, 1.93], [-1.20, -5.96, 2.14], [-0.60, -1.88, 0.12], [0.90, -2.72, 0.59], [0.74, -0.99, 0.87], [-0.79, -3.38, 5.24], [-2.54, -3.74, 5.14], [-1.97, -2.25, 5.91], [-6.30, -8.19, 2.24], [-4.96, -7.76, 1.94], [-4.18, -8.51, 0.65], [-2.77, -8.35, 1.11], [-4.64, -7.36, -0.41], [-4.61, -5.98, -0.03], [-3.95, -9.57, -0.62], [-4.77, -10.75, -0.68], [-6.66, -7.61, 3.09], [-6.97, -8.01, 1.39], [-6.32, -9.25, 2.51], [-3.81, -5.76, 0.67], [-5.57, -5.71, 0.41], [-4.48, -5.39, -0.93], [-5.82, -10.49, -0.76], [-4.61, -11.37, 0.21], [-4.48, -11.32, -1.55], [0.15, 9.25, -3.72], [0.95, 8.12, -3.34], [0.13, 6.74, -2.80], [1.19, 6.17, -1.92], [0.13, 6.09, -4.29], [1.29, 6.19, -5.12], [-1.15, 5.74, -2.40], [-2.40, 6.35, -2.05], [0.83, 10.04, -4.05], [-0.52, 9.00, -4.55], [-0.43, 9.62, -2.88], [2.21, 6.16, -4.53], [1.25, 7.11, -5.71], [1.27, 5.35, -5.80], [-2.80, 6.94, -2.88], [-2.29, 6.99, -1.17], [-3.11, 5.56, -1.82]],
  "mulliken_charge": [-0.564, 0.577, -0.662, 0.040, -0.542, -1.369, -0.327, -0.874, -0.048, 0.277, 0.271, -0.081, 0.062, -0.042, 0.346, 0.512, 0.326, 0.393, 0.537, 0.305, -0.804, -0.331, 1.015, -0.661, -0.291, -0.331, -0.269, -0.733, 0.241, 0.375, 0.360, 0.319, 0.237, -0.121, 0.319, 0.324, 0.232, -0.742, -0.286, 0.964, -0.640, -0.303, -0.573, -0.262, -0.724, 0.236, 0.343, 0.313, 0.276, 0.243, 0.261, 0.319, 0.338, 0.237, -0.725, -0.317, 0.752, -0.417, -0.295, -0.619, -0.239, -0.739, 0.243, 0.330, 0.308, 0.309, 0.234, 0.262, 0.315, 0.345, 0.238]
}

---

Entry 3:
{
  "formula": "C4H3I",
  "method": "ωB97M-V with the def2-TZVPD basis set",
  "orbital_gap_ev": 8.39,
  "e_lumo_ev": -1.0,
  "homo_energy_ev": -9.4184,
  "species": ["C", "C", "C", "C", "I", "H", "H", "H"],
  "positions_angstrom": [[0.12, 1.17, 0.25], [0.96, 0.17, -0.10], [-1.02, 0.30, -0.23], [-0.03, -0.72, 0.12], [3.48, -0.10, -0.01], [-1.84, 0.29, 0.48], [-1.42, 0.56, -1.32], [-0.25, -1.66, 0.80]],
  "nbo_charge": [-0.007, -0.045, -0.499, -0.111, -0.041, 0.216, 0.246, 0.241]
}

---

Entry 4:
{
  "formula": "C2H7N2P",
  "method": "ωB97M-V with the def2-TZVPD basis set",
  "orbital_gap_ev": [7.21, 6.77],
  "e_lumo_ev": [1.2, -2.5],
  "homo_energy_ev": [-6.0477, -9.2852],
  "spin_multiplicity": 3,
  "species": ["C", "C", "N", "N", "P", "H", "H", "H", "H", "H", "H", "H"],
  "positions_angstrom": [[1.30, -0.35, -0.14], [-0.14, -0.84, 0.30], [-2.49, 2.03, -0.57], [-1.19, 0.21, 0.51], [-2.09, 0.63, -1.03], [1.79, 0.25, 0.71], [1.64, -1.27, -0.47], [1.10, 0.23, -1.05], [-0.73, -1.61, -0.36], [0.06, -1.34, 1.39], [-2.97, 2.65, -1.18], [-0.73, 1.00, 0.92]],
  "mulliken_spin": [0.013, -0.028, 0.720, 0.410, 0.889, 0.001, -0.003, -0.003, 0.018, 0.019, -0.013, -0.023]
}

---

Entry 5:
{
  "formula": "C12H17BIrN4O5S2",
  "method": "ωB97M-V with the def2-TZVPD basis set",
  "orbital_gap_ev": [5.60, 5.99],
  "e_lumo_ev": [-9.6, -9.3],
  "homo_energy_ev": [-15.1973, -15.2865],
  "spin_multiplicity": 2,
  "total_charge": 2,
  "species": ["Ir", "O", "C", "O", "C", "O", "C", "C", "O", "O", "H", "H", "H", "H", "H", "C", "N", "C", "C", "N", "B", "N", "C", "C", "N", "C", "C", "S", "C", "S", "H", "H", "H", "H", "H", "H", "H", "H", "H", "H", "H", "H"],
  "positions_angstrom": [[-0.17, 0.14, -0.78], [-2.45, 1.51, -4.19], [-1.66, 0.87, -3.39], [-1.85, 0.76, -2.18], [-0.50, 0.22, -4.09], [0.33, -0.41, -3.14], [1.72, -0.35, -3.36], [2.43, 0.65, -2.34], [3.56, 0.94, -2.59], [1.68, 1.02, -1.35], [-3.21, 1.94, -3.76], [0.03, 0.97, -4.68], [-0.89, -0.52, -4.79], [2.00, -0.02, -4.36], [2.17, -1.32, -3.13], [2.29, 3.28, 1.20], [1.99, 2.10, 1.99], [2.81, 1.49, 2.87], [2.15, 0.38, 3.35], [0.93, 0.31, 2.76], [-0.19, -0.59, 3.35], [-1.23, -1.14, 2.33], [-2.51, -1.37, 2.69], [-3.12, -2.14, 1.73], [-2.19, -2.37, 0.77], [-2.39, -3.15, -0.45], [-1.04, -1.75, 1.14], [0.44, -1.87, 0.27], [0.84, 1.37, 1.92], [-0.49, 1.80, 0.95], [3.35, 3.51, 1.29], [1.71, 4.13, 1.56], [2.04, 3.10, 0.16], [3.79, 1.87, 3.11], [2.48, -0.35, 4.06], [0.32, -1.52, 3.89], [-0.79, 0.05, 4.17], [-2.92, -0.98, 3.61], [-4.12, -2.52, 1.67], [-3.46, -3.31, -0.60], [-1.90, -4.12, -0.36], [-1.97, -2.63, -1.30]],
  "mulliken_spin": [1.031, 0.006, 0.003, 0.047, -0.007, 0.017, -0.001, 0.002, 0.005, 0.025, 0.001, 0.002, 0.001, 0.001, 0.000, 0.002, -0.012, -0.034, -0.029, -0.037, 0.011, -0.006, -0.026, -0.024, -0.005, 0.001, 0.008, 0.097, 0.052, -0.121, 0.000, 0.001, -0.003, -0.002, -0.002, 0.000, -0.002, -0.001, -0.001, 0.000, 0.002, 0.000]
}

---

Entry 6:
{
  "formula": "C8H17ClO3Si",
  "method": "ωB97M-V with the def2-TZVPD basis set",
  "orbital_gap_ev": 9.42,
  "e_lumo_ev": 0.7,
  "homo_energy_ev": -8.6733,
  "species": ["C", "C", "C", "C", "C", "C", "C", "C", "O", "O", "O", "Si", "Cl", "H", "H", "H", "H", "H", "H", "H", "H", "H", "H", "H", "H", "H", "H", "H", "H", "H"],
  "positions_angstrom": [[-1.72, 1.52, 2.15], [-1.70, 0.85, 1.00], [1.85, 0.10, 3.33], [-0.58, 1.06, -2.91], [-1.11, -2.52, -0.79], [1.99, -0.55, 1.95], [0.13, 2.11, -2.12], [0.03, -2.00, -1.62], [1.94, 0.40, 0.91], [1.05, 1.62, -1.12], [0.77, -0.96, -0.96], [0.75, 0.39, -0.18], [-3.16, 0.25, 0.23], [-2.73, 1.73, 2.67], [-0.88, 1.99, 2.64], [1.76, -0.49, 4.22], [2.51, 0.84, 3.65], [0.92, 0.70, 3.29], [-1.16, 0.18, -2.47], [-1.29, 1.61, -3.57], [0.10, 0.44, -3.62], [-0.84, -2.61, 0.23], [-1.86, -1.78, -0.73], [-1.50, -3.47, -1.14], [1.09, -1.32, 1.74], [2.96, -0.97, 2.04], [-0.67, 2.67, -1.63], [0.80, 2.73, -2.68], [-0.25, -1.73, -2.71], [0.80, -2.78, -1.80]],
  "nbo_charge": [-0.523, -0.328, -0.650, -0.666, -0.651, -0.048, -0.068, -0.034, -0.908, -0.924, -0.958, 2.319, -0.059, 0.194, 0.215, 0.221, 0.217, 0.207, 0.232, 0.230, 0.207, 0.216, 0.228, 0.222, 0.166, 0.187, 0.188, 0.203, 0.179, 0.186]
}